Molecular formula: C86H85N17O18
Method: DFT, the ωB97M-V functional and the def2-TZVPD basis

The geometry in XYZ format:
```
206
Properties=species:S:1:pos:R:3:lowdin_charge:R:1
C 4.8656 -2.2878 5.2238 -0.05
C 4.0412 -2.9231 6.1859 -0.07
C 2.9592 -3.6663 5.8100 0.00
C 2.6613 -3.8397 4.4417 -0.14
C 3.4652 -3.2711 3.4791 0.03
C 4.5612 -2.4849 3.8854 -0.05
N 1.5453 -4.6384 4.0322 -0.30
O 1.2766 -4.7651 2.8487 0.03
O 0.8873 -5.2524 4.8906 0.05
H 5.6913 -1.6838 5.5758 0.11
H 4.2941 -2.7904 7.2217 0.10
H 2.3372 -4.1625 6.5145 0.11
H 3.3895 -3.4506 2.4316 0.09
H 5.2975 -2.2652 3.1552 0.08
C 3.2332 -6.7074 1.3476 -0.07
C 4.3172 -7.5417 1.0993 -0.07
C 5.2731 -7.2208 0.1266 0.00
C 5.1454 -6.0045 -0.5777 -0.11
C 4.0367 -5.1652 -0.3664 0.02
C 3.0590 -5.5628 0.5806 -0.06
N 6.1121 -5.6812 -1.6506 -0.34
O 6.8436 -6.4906 -2.1442 0.10
O 6.1022 -4.4976 -1.9343 0.05
H 2.4341 -7.0147 2.0051 0.10
H 4.3504 -8.5168 1.5671 0.10
H 6.1294 -7.8778 -0.0448 0.12
H 3.8939 -4.2389 -0.9058 0.07
H 2.1549 -5.0122 0.6651 0.06
C -7.9184 2.9911 1.6846 -0.06
C -6.6695 2.3360 1.6216 -0.06
C -5.6309 2.7589 0.8186 0.01
C -5.8289 3.9186 0.0484 -0.15
C -7.0489 4.5940 0.1332 0.02
C -8.1274 4.1343 0.9416 -0.05
N -4.7551 4.4035 -0.7553 -0.31
O -4.7195 5.5806 -1.1118 0.07
O -3.8154 3.6232 -0.9439 0.02
H -8.5995 2.5448 2.3631 0.10
H -6.4915 1.4413 2.2066 0.10
H -4.7050 2.2135 0.6719 0.10
H -7.1928 5.5625 -0.3670 0.12
H -9.0694 4.7199 0.9860 0.12
C -2.9438 4.0710 -6.8747 -0.06
C -2.0048 4.3324 -5.9141 -0.09
C -1.2362 5.4868 -5.9524 0.01
C -1.3725 6.3758 -7.0237 -0.12
C -2.2073 6.0561 -8.1220 0.00
C -3.0448 4.9529 -7.9949 -0.04
N -0.6435 7.6496 -7.0258 -0.35
O -1.1021 8.5906 -7.6457 0.08
O 0.4027 7.7630 -6.3969 0.05
H -3.5426 3.1629 -6.7271 0.10
H -1.8615 3.6684 -5.0862 0.09
H -0.5188 5.7005 -5.1481 0.09
H -2.3273 6.6296 -8.9897 0.10
H -3.7798 4.8166 -8.7785 0.10
C 2.0014 4.7145 2.6065 -0.06
C 1.9781 4.7083 1.1949 -0.04
C 2.0205 3.4943 0.5169 0.00
C 2.1394 2.3204 1.2457 -0.13
C 2.2009 2.3373 2.6440 0.01
C 2.1537 3.5309 3.3375 -0.04
N 2.3696 1.0655 0.5261 -0.31
O 2.4271 0.0508 1.1246 0.11
O 2.3387 1.1703 -0.7091 0.03
H 1.9949 5.6241 3.2089 0.11
H 1.8009 5.6481 0.6835 0.11
H 1.9798 3.4930 -0.5332 0.09
H 2.3336 1.3783 3.0993 0.09
H 2.0491 3.5761 4.4294 0.11
C 7.0217 0.3253 -2.6739 -0.06
C 7.9314 -0.5933 -2.1967 -0.06
C 7.5361 -1.5571 -1.2558 0.01
C 6.2926 -1.4723 -0.6190 -0.16
C 5.4113 -0.4627 -1.0474 -0.02
C 5.7279 0.3867 -2.1191 -0.05
N 5.9169 -2.3597 0.4390 -0.32
O 4.7534 -2.3657 0.8340 0.05
O 6.7770 -3.0845 0.8974 0.09
H 7.2810 1.0663 -3.4272 0.11
H 8.9498 -0.6829 -2.5865 0.11
H 8.2411 -2.3096 -0.8959 0.12
H 4.4196 -0.3664 -0.6231 0.08
H 4.9631 1.0935 -2.4177 0.10
C -3.3283 -2.1873 1.2207 -0.07
C -3.8455 -0.9287 1.2766 -0.05
C -3.8705 -0.2255 2.5122 0.02
C -3.3108 -0.8484 3.6351 -0.17
C -2.6732 -2.0961 3.5381 0.03
C -2.7916 -2.8039 2.3426 -0.04
N -3.1819 -0.0953 4.8112 -0.32
O -2.4005 -0.4526 5.6835 0.09
O -3.9094 0.9071 4.9489 0.03
H -3.2952 -2.7804 0.3252 0.10
H -4.2445 -0.4600 0.3597 0.12
H -4.3245 0.7333 2.4841 0.08
H -2.1376 -2.4392 4.4300 0.13
H -2.3490 -3.7680 2.1190 0.10
C 0.3802 1.4934 6.5508 -0.07
C 1.0985 2.5570 7.0979 -0.06
C 2.4488 2.5994 6.8170 -0.02
C 3.0885 1.6139 5.9785 -0.13
C 2.3239 0.5578 5.4739 -0.01
C 0.9529 0.5412 5.7722 -0.07
N 4.5115 1.6804 5.5981 -0.37
O 4.9236 0.9512 4.7359 0.07
O 5.1812 2.5514 6.0766 0.09
H -0.6769 1.4620 6.7374 0.09
H 0.6191 3.2539 7.7743 0.11
H 3.0678 3.4192 7.1676 0.11
H 2.7499 -0.2704 4.9331 0.10
H 0.4061 -0.3144 5.3721 0.09
C -1.7219 1.3619 -0.8013 -0.05
C -1.5407 1.8000 0.5157 -0.05
C -0.8742 0.9879 1.4312 -0.01
C -0.4041 -0.2733 1.0321 -0.19
C -0.4840 -0.6819 -0.2511 0.01
C -1.1140 0.1685 -1.1995 -0.01
N 0.2250 -1.1013 2.0581 -0.30
O 0.4788 -0.6317 3.1559 0.06
O 0.4744 -2.2710 1.7407 0.06
H -2.2344 2.0104 -1.4896 0.08
H -1.8905 2.7785 0.7420 0.09
H -0.5790 1.2739 2.4332 0.10
H -0.1164 -1.6369 -0.6127 0.11
H -1.1575 -0.0538 -2.2392 0.07
N 0.5593 7.0143 -3.3575 0.00
C 0.9798 5.7252 -3.0887 -0.14
C 0.0107 5.1104 -2.3294 -0.13
C -0.9694 6.0995 -1.9968 -0.10
C -0.6986 7.2328 -2.7539 -0.11
H 0.9628 7.7262 -3.9353 0.12
H 1.9428 5.3980 -3.4596 0.11
H -0.0442 4.1262 -1.9001 0.06
H -1.8921 5.8414 -1.4263 0.09
H -1.1896 8.1911 -2.9575 0.11
N 1.9766 -3.5090 -2.0439 0.03
C 2.9407 -2.5632 -1.8660 -0.16
C 3.8776 -2.7424 -2.8608 -0.13
C 3.4821 -3.8746 -3.6094 -0.10
C 2.2950 -4.3640 -3.0845 -0.10
H 1.2724 -3.7341 -1.3957 0.08
H 3.0070 -1.8799 -1.0316 0.09
H 4.8007 -2.1892 -2.8722 0.09
H 3.8816 -4.2869 -4.5343 0.10
H 1.7259 -5.2279 -3.3367 0.11
N -2.4765 3.3481 5.1952 0.01
C -1.9749 3.0926 3.9557 -0.11
C -1.3504 4.2931 3.6207 -0.11
C -1.6270 5.2457 4.5847 -0.15
C -2.3702 4.6828 5.5370 -0.14
H -3.1297 2.6978 5.6475 0.12
H -2.1526 2.1629 3.5002 0.07
H -0.7396 4.3622 2.7213 0.08
H -1.4079 6.3094 4.5434 0.10
H -2.8604 5.1641 6.4126 0.13
N 2.1226 0.5795 -3.4757 0.01
C 2.4607 -0.0711 -4.6554 -0.12
C 1.8885 0.6348 -5.6361 -0.13
C 1.1361 1.7371 -5.0573 -0.11
C 1.3672 1.7095 -3.6724 -0.12
H 2.2968 0.1790 -2.5523 0.10
H 3.0929 -0.9695 -4.6717 0.11
H 1.8437 0.4200 -6.7009 0.10
H 0.5668 2.5095 -5.5320 0.07
H 0.8204 2.1935 -2.8295 0.10
N -4.9393 4.2305 -4.1665 0.01
C -5.9378 4.2788 -5.1167 -0.13
C -6.2098 2.9576 -5.5376 -0.09
C -5.3469 2.1054 -4.7541 -0.11
C -4.6269 2.9135 -3.8684 -0.15
H -4.6609 5.0528 -3.6334 0.13
H -6.3743 5.2435 -5.4291 0.12
H -6.9064 2.7057 -6.2981 0.07
H -5.2494 1.0352 -4.8225 0.07
H -3.7784 2.6375 -3.2233 0.09
N -0.9904 -0.6347 -4.6961 0.02
C -2.3011 -0.2076 -4.6408 -0.14
C -3.0920 -1.3361 -4.4619 -0.12
C -2.2139 -2.4132 -4.3496 -0.15
C -0.9165 -1.9887 -4.3711 -0.11
H -0.2139 -0.0050 -4.7984 0.07
H -2.5831 0.8392 -4.7503 0.09
H -4.1883 -1.2841 -4.3650 0.09
H -2.5094 -3.4393 -4.1148 0.09
H 0.0370 -2.4699 -4.1970 0.10
N -3.3900 -8.4471 4.3669 0.00
C -4.1050 -8.1045 3.2164 -0.12
C -3.3032 -7.2038 2.5484 -0.16
C -2.1435 -6.9772 3.2414 -0.13
C -2.1991 -7.7215 4.4122 -0.11
H -3.7468 -9.0600 5.0593 0.13
H -4.9859 -8.6216 2.8492 0.10
H -3.5738 -6.7946 1.5895 0.08
H -1.2480 -6.3428 3.0237 0.09
H -1.5198 -7.8516 5.2508 0.11
N -1.2754 -6.6427 -0.3095 0.02
C -0.4808 -5.7884 0.3920 -0.12
C -0.6959 -4.5529 -0.1697 -0.14
C -1.6243 -4.7057 -1.1945 -0.12
C -2.0515 -6.0220 -1.2371 -0.10
H -1.3167 -7.6109 -0.3296 0.13
H 0.1903 -6.1765 1.1601 0.10
H -0.3283 -3.5949 0.1886 0.06
H -1.9706 -3.9038 -1.8484 0.08
H -2.7457 -6.6507 -1.7620 0.11
```

Output
**Orbital gap**: 6.823 eV
**E_tot**: -152720.2643 eV
**F_max**: 3.5 eV/A